Density functional theory data (the ωB97M-V functional and the def2-TZVPD basis) for a molecular structure, C16H14F6N11O7S2Ta.

Positions of all 57 atoms, in Å:
O -4.349 -3.938 2.461
C -2.692 -1.768 2.922
C -0.851 -0.252 2.708
C -3.968 -2.363 -0.579
O 1.692 3.590 -3.150
C 2.355 0.974 -3.487
C -0.384 3.647 1.206
N 0.601 4.198 1.870
C -2.835 -1.776 1.508
H -1.581 -0.987 4.581
C -3.837 -2.491 0.758
N 2.372 -2.712 0.923
H 0.591 5.183 2.113
Ta 0.365 0.797 0.016
N 2.051 -3.195 -0.275
O 3.502 3.356 0.948
F 3.595 0.999 -3.854
C -2.278 -0.489 -3.347
C -1.955 -0.975 0.780
H 1.396 3.664 2.189
F 1.520 1.005 -4.491
S 2.002 2.452 -2.392
H -0.065 0.351 3.150
H -0.610 0.830 -3.089
H -3.940 -1.845 -3.272
O -0.335 2.332 0.965
N -4.764 -3.438 1.437
H -4.760 -2.898 -1.091
H 3.454 -4.283 1.393
S 3.373 2.250 0.083
F 4.470 -0.011 -0.527
C -1.701 -1.008 3.506
N 1.304 -1.159 0.052
H -2.200 3.817 0.325
O -5.815 -3.637 0.896
H 3.489 -2.977 2.540
N -1.151 -0.022 -1.274
H 0.951 -2.240 -1.794
C -1.295 0.149 -2.608
N 1.957 -1.521 1.178
O 0.761 1.932 -1.573
N 2.991 -3.485 1.818
C 1.376 -2.203 -0.804
N -0.969 -0.232 1.375
F 4.947 0.738 1.452
F 5.869 1.635 -0.302
O 2.182 1.343 0.538
F 2.107 -0.107 -2.714
C -3.066 -1.526 -1.315
C -2.056 -0.854 -0.633
N 3.206 2.509 -1.432
H -3.361 -2.354 3.536
C -3.163 -1.336 -2.711
H -2.341 -0.305 -4.411
C 4.826 1.049 0.184
H -1.554 5.290 0.945
N -1.431 4.299 0.767

Net charge: +4
ΔE to the lowest compared entry with this formula, charge and spin in kJ/mol: 0.0
F_max in eV/A: 0.75
Frontier orbital gap in eV: 6.30
HOMO level in eV: -20.80
DFT total energy in Ha: -3198.14831
LUMO level in eV: -14.50

natural (NBO) atomic charge list, values in e, 4 entries:
1 O -0.335
2 C 0.006
3 C 0.136
4 C -0.125